Entry 1:
# ArH28O14

A structure of composition ArH28O14 at a distorted geometry (ωB97M-V with the def2-TZVPD basis set, the Open Molecules 2025 dataset).

Structure (XYZ):
```
43
Properties=species:S:1:pos:R:3:forces:R:3:mulliken_charge:R:1
Ar 0.492086 0.084657 0.318001 -0.1 -0.1 -0.1 0.02
O -0.331464 3.515777 0.054691 0.0 0.0 0.2 -0.58
H 0.563266 3.395687 -0.263539 0.4 -0.3 -0.2 0.26
H -0.347124 4.410307 0.394971 -0.2 0.3 0.1 0.26
O -1.418084 2.419587 -2.179859 0.1 -0.1 -0.5 -0.68
H -1.103774 2.715047 -1.325369 0.1 0.5 0.3 0.38
H -1.917034 1.624987 -1.990399 -0.5 -0.7 -0.2 0.40
O -1.712954 -2.823003 1.929401 -0.6 0.3 0.1 -0.71
H -1.831244 -3.597333 1.379271 0.0 -0.3 -0.2 0.32
H -0.793964 -2.582763 1.811221 0.7 -0.1 -0.1 0.33
O 0.156906 -3.991253 -1.494089 0.1 -0.7 0.2 -0.66
H 0.318406 -3.470583 -0.707289 0.1 0.1 0.3 0.27
H -0.330164 -3.405533 -2.073679 -0.2 0.3 -0.5 0.50
O -0.366834 2.055127 3.352641 -0.1 0.0 0.6 -0.65
H 0.329206 2.096317 2.696851 0.5 0.1 -0.2 0.35
H -1.177434 2.092817 2.844951 -0.3 -0.1 -0.2 0.46
O 3.074606 -2.123363 -0.525309 -0.1 -0.1 -0.3 -0.63
H 3.916606 -2.550503 -0.682879 0.1 -0.3 -0.2 0.29
H 3.263476 -1.456973 0.135351 0.0 0.4 0.4 0.37
O -2.653834 -0.240703 -1.877259 0.4 0.3 -1.3 -0.73
H -2.761334 -0.458233 -0.951329 -0.1 -0.1 1.4 0.42
H -3.238144 -0.844973 -2.335149 -0.3 0.0 -0.3 0.33
O 3.659146 -0.125273 1.437681 -0.2 0.1 -0.1 -0.75
H 4.319506 0.114597 0.787591 0.3 0.3 -0.3 0.33
H 4.149356 -0.218703 2.254511 0.1 -0.2 0.4 0.31
O 1.090616 -3.094063 1.078951 -0.8 0.0 0.7 -0.61
H 1.751836 -2.698173 0.511241 0.6 0.2 -0.5 0.34
H 1.332796 -4.019183 1.120531 0.0 -0.3 0.1 0.26
O -2.965684 -0.548523 0.701741 -0.3 0.2 -0.3 -0.69
H -2.582604 0.173157 1.200401 -0.2 0.4 0.3 0.30
H -2.601094 -1.337483 1.102791 0.3 -0.9 0.4 0.46
O 2.059496 2.279297 2.025061 0.0 0.4 0.1 -0.66
H 2.378176 2.822647 1.304341 0.1 0.1 -0.1 0.27
H 2.564546 1.469087 1.956291 0.2 -0.5 -0.1 0.36
O 1.415096 1.917437 -2.498639 0.8 0.0 0.4 -0.61
H 1.584346 2.596937 -3.151219 0.0 0.1 -0.2 0.29
H 0.469786 1.773367 -2.541809 -0.8 0.1 0.0 0.35
O -1.042964 -2.145603 -3.124759 0.0 -0.3 -0.4 -0.69
H -1.262384 -1.339283 -2.657929 -0.3 0.6 0.5 0.38
H -0.925294 -1.871833 -4.034389 0.2 -0.1 -0.2 0.29
O -2.570084 2.141767 1.553571 -0.2 -0.2 0.1 -0.77
H -2.811324 3.043727 1.764561 -0.2 0.2 0.1 0.31
H -2.144454 2.200997 0.698261 0.3 0.2 -0.3 0.22
```
Forces are in eV/Å.

Its LUMO energy is -0.33 eV. The frontier orbital gap is 9.831 eV. For the energy above the lowest of the compared OMol25 structures with the same formula, charge and spin, the calculation gives 9.7 kcal/mol. Its calculated total energy is -1597.691568 hartree. The HOMO energy comes out at -10.16 eV.

=====

Entry 2:
# As5CrF30NO3

A structure of composition As5CrF30NO3 at a distorted geometry (ωB97M-V with the def2-TZVPD basis set, the Open Molecules 2025 dataset).

Structure (XYZ):
```
40
Properties=species:S:1:pos:R:3:forces:R:3:mulliken_charge:R:1
Cr -18.515436 11.407190 1.847109 -1.0 -1.2 -0.2 0.98
N -20.858855 11.916058 3.304269 0.9 -0.3 1.4 1.08
O -21.896843 11.749228 3.935353 -0.4 0.1 -0.4 -0.72
O -20.226482 12.979423 3.323267 -0.4 -0.2 -0.6 -0.55
O -20.309571 10.889021 2.744150 0.2 0.8 -0.4 -0.45
As -16.854304 11.628817 5.362279 -0.1 0.6 -0.3 2.23
F -16.344447 13.239427 5.002262 0.1 0.1 0.0 -0.50
F -17.511424 11.500261 3.696572 0.3 0.0 0.4 -0.77
F -17.408580 10.054113 5.685426 0.0 -0.6 0.1 -0.46
F -16.193199 11.750731 6.974037 0.1 0.1 0.3 -0.57
F -18.356303 12.256923 5.920386 -0.2 0.1 0.1 -0.47
F -15.336824 11.049910 4.800507 0.2 -0.3 -0.2 -0.48
As -18.070553 14.986515 0.417544 0.0 -0.2 0.6 2.17
F -16.496450 14.580570 -0.098922 0.6 -0.2 -0.2 -0.48
F -17.895902 16.575844 -0.288388 0.1 0.4 0.0 -0.58
F -19.622843 15.429222 0.992827 -0.5 0.1 0.0 -0.48
F -18.272808 13.368547 1.171618 0.2 1.1 -0.4 -0.57
F -17.403871 15.525758 1.918754 0.2 0.3 0.2 -0.51
F -18.711552 14.393805 -1.040707 -0.3 -0.2 -0.4 -0.46
As -18.496011 7.377392 2.454689 0.0 0.1 -0.6 2.17
F -16.985377 7.016095 1.716983 0.4 -0.2 -0.4 -0.49
F -18.638658 5.679256 2.885800 -0.2 -0.2 0.2 -0.58
F -19.972058 7.753239 3.237916 -0.4 0.0 0.2 -0.46
F -18.325378 9.053889 1.913928 0.1 -0.1 0.3 -0.44
F -19.355503 7.031693 0.992755 0.0 -0.1 -0.1 -0.50
F -17.657956 7.680053 3.914874 0.2 0.2 0.5 -0.48
As -15.830478 10.614509 -0.720836 0.3 0.4 0.1 2.12
F -16.765246 11.239029 0.692227 0.1 0.0 0.1 -0.62
F -16.677070 11.674092 -1.762336 -0.2 0.2 -0.1 -0.46
F -14.867735 10.034362 -2.060836 0.1 -0.1 -0.2 -0.56
F -14.980958 9.579340 0.355551 0.3 -0.2 0.2 -0.50
F -16.997366 9.409707 -0.954022 -0.5 -0.5 -0.2 -0.42
F -14.660844 11.856413 -0.431982 0.2 0.1 0.1 -0.51
As -20.955851 11.161076 -1.163696 0.3 0.4 0.2 2.20
F -21.830201 10.549694 0.170212 -0.2 -0.1 0.5 -0.47
F -22.399580 11.043541 -2.138434 -0.3 -0.1 -0.4 -0.57
F -20.065136 11.751592 -2.505737 0.2 0.2 -0.5 -0.49
F -19.482322 11.325017 -0.163080 -0.3 -0.2 0.0 -0.38
F -20.509170 9.571815 -1.585047 0.2 -0.7 -0.2 -0.48
F -21.400019 12.770407 -0.761399 -0.1 0.4 0.3 -0.48
```
Forces are in eV/Å.

The expectation value of S² is 6.01. Its LUMO energy (spin up / spin down) is 9.25 / 9.26 eV. The frontier orbital gap (spin up / spin down) is 7.931 / 9.119 eV. For the energy above the lowest of the compared OMol25 structures with the same formula, charge and spin, the calculation gives 0.7 kcal/mol. Its calculated total energy is -15500.393783 hartree. Its total charge is -4. The HOMO energy (spin up / spin down) comes out at 1.32 / 0.14 eV. As for the spin multiplicity: 5.

=====

Entry 3:
# As6CuF36

A structure of composition As6CuF36 (ωB97M-V with the def2-TZVPD basis set, the Open Molecules 2025 dataset).

Structure (XYZ):
```
43
Properties=species:S:1:pos:R:3:forces:R:3:mulliken_charge:R:1
Cu -0.039910 0.063096 0.140493 -0.4 0.0 -0.1 0.33
As 1.888275 -0.849485 3.145597 0.2 0.0 0.2 2.15
F 1.662381 0.363865 4.363475 -0.1 0.2 -0.1 -0.52
F 0.566636 -1.695660 3.848121 -0.1 -0.3 0.1 -0.49
F 2.080031 -2.059605 1.955912 0.0 -0.2 -0.1 -0.44
F 3.126375 0.105984 2.452322 0.2 0.1 -0.1 -0.47
F 3.046568 -1.653241 4.182530 0.0 -0.1 0.1 -0.56
F 0.709705 -0.028028 2.049835 0.0 0.2 -0.2 -0.65
As -3.505776 -0.454973 1.630328 -0.2 0.1 0.1 2.23
F -1.753988 -0.377170 1.220224 0.4 0.1 -0.2 -0.38
F -3.092267 -1.350594 3.040154 0.1 -0.2 0.2 -0.49
F -5.199627 -0.559879 2.065309 -0.1 0.0 0.0 -0.57
F -3.869957 0.460046 0.240418 -0.2 0.2 -0.4 -0.40
F -3.633878 -1.899285 0.721034 0.0 -0.3 -0.1 -0.47
F -3.348327 1.011485 2.519571 0.1 0.1 0.2 -0.50
As -0.117192 -3.742749 -0.978995 0.4 0.1 -0.1 2.11
F -0.130428 -3.269896 -2.633944 0.1 0.0 -0.2 -0.48
F 1.605674 -3.827315 -1.006159 0.1 0.0 0.0 -0.47
F -0.100572 -4.160017 0.690563 -0.1 -0.2 0.2 -0.47
F -1.828843 -3.693994 -0.968474 -0.4 0.1 0.1 -0.47
F -0.192487 -5.433821 -1.446291 0.0 -0.2 0.0 -0.58
F -0.013274 -2.022386 -0.498626 -0.1 0.0 0.0 -0.26
As -1.603228 1.034309 -3.100594 0.1 -0.3 0.3 2.15
F -3.188778 1.559379 -2.669002 -0.2 0.1 0.1 -0.51
F -1.413475 0.330984 -1.437203 0.3 -0.1 -0.1 -0.68
F -0.045272 0.438637 -3.506056 0.1 0.0 0.0 -0.45
F -1.792186 1.733227 -4.685590 -0.1 0.0 -0.3 -0.56
F -0.931422 2.491150 -2.511131 0.1 0.3 0.0 -0.44
F -2.290052 -0.464162 -3.615817 -0.1 -0.1 -0.1 -0.51
As 0.108562 3.771239 0.860702 0.2 -0.3 0.3 2.19
F -0.514264 2.182994 0.338391 0.1 0.0 0.1 -0.49
F 0.836163 3.984314 -0.666206 0.2 0.2 -0.5 -0.46
F 0.678303 5.336634 1.402654 0.1 0.2 0.0 -0.56
F -0.618923 3.487575 2.393887 -0.2 0.1 0.3 -0.50
F 1.561307 3.039393 1.422455 0.1 -0.2 0.1 -0.43
F -1.334410 4.525939 0.299793 -0.4 0.1 -0.1 -0.50
As 3.259398 0.217191 -1.625010 0.5 -0.1 0.1 2.23
F 2.476797 -0.924172 -2.607102 -0.3 -0.3 -0.4 -0.42
F 4.766439 -0.050101 -2.473327 0.2 -0.1 0.0 -0.57
F 4.018110 1.354434 -0.595954 0.1 0.4 0.3 -0.47
F 1.677518 0.533204 -0.781950 -0.6 -0.1 0.4 -0.24
F 3.612427 -1.003699 -0.473099 0.0 -0.1 0.0 -0.44
F 2.877870 1.495155 -2.703236 -0.2 0.2 -0.3 -0.48
```
Forces are in eV/Å.

The expectation value of S² is 0.75. Its LUMO energy (spin up / spin down) is 9.31 / 6.99 eV. The frontier orbital gap (spin up / spin down) is 12.287 / 9.975 eV. For the energy above the lowest of the compared OMol25 structures with the same formula, charge and spin, the calculation gives 0.4 kcal/mol. Its calculated total energy is -18651.070718 hartree. Its total charge is -4. The HOMO energy (spin up / spin down) comes out at -2.98 / -2.98 eV. As for the spin multiplicity: 2.